1.
{
  "formula": "C38H29BrClCsN5O11P",
  "method": "wB97M-V/def2-TZVPD",
  "e_lumo_ev": 3.62,
  "total_charge": -2,
  "e_homo_ev": -3.437,
  "orbital_gap_ha": 0.259,
  "spin_multiplicity": 1,
  "symbols": ["Cs", "O", "C", "C", "C", "N", "C", "C", "C", "O", "O", "C", "O", "O", "H", "H", "H", "O", "Cl", "O", "O", "O", "N", "P", "C", "C", "C", "C", "C", "C", "C", "C", "C", "C", "C", "C", "C", "C", "C", "C", "C", "N", "H", "H", "H", "H", "H", "H", "H", "H", "H", "H", "H", "H", "H", "H", "H", "C", "O", "C", "C", "C", "Br", "C", "C", "C", "O", "C", "N", "C", "C", "C", "C", "C", "C", "N", "H", "H", "H", "H", "H", "H", "H", "H", "H", "H", "H"],
  "positions_angstrom": [[-0.246, -1.812, 0.401], [-0.531, 0.406, 6.401], [-0.709, 0.231, 5.054], [-1.442, -0.834, 4.554], [-1.585, -0.956, 3.181], [-1.039, -0.099, 2.326], [-0.338, 0.923, 2.811], [-0.147, 1.137, 4.169], [0.302, 1.874, 1.794], [0.644, 2.989, 2.203], [0.399, 1.412, 0.616], [-2.384, -2.136, 2.612], [-2.964, -2.863, 3.438], [-2.361, -2.263, 1.362], [-0.981, -0.318, 6.845], [-1.916, -1.573, 5.191], [0.427, 1.988, 4.505], [2.480, -4.491, -1.057], [2.223, -3.133, -0.685], [3.418, -2.350, -0.847], [1.190, -2.599, -1.521], [1.818, -3.076, 0.689], [-3.871, -0.587, -1.765], [-2.775, 0.055, -0.560], [-3.992, 0.077, 0.826], [-4.944, -0.931, 0.977], [-5.799, -0.937, 2.067], [-5.711, 0.060, 3.027], [-4.777, 1.073, 2.880], [-3.931, 1.088, 1.782], [-3.061, 1.853, -0.933], [-1.993, 2.729, -0.750], [-2.177, 4.102, -0.867], [-3.422, 4.614, -1.192], [-4.486, 3.746, -1.410], [-4.307, 2.380, -1.273], [-3.612, -1.792, -2.372], [-4.639, -2.584, -2.912], [-4.302, -3.783, -3.505], [-2.968, -4.174, -3.556], [-2.025, -3.313, -3.016], [-2.335, -2.151, -2.455], [-4.853, -0.399, -1.629], [-4.978, -1.751, 0.270], [-6.510, -1.745, 2.188], [-6.351, 0.031, 3.901], [-4.688, 1.848, 3.633], [-3.205, 1.883, 1.669], [-1.017, 2.327, -0.495], [-1.341, 4.767, -0.684], [-3.571, 5.684, -1.277], [-5.464, 4.138, -1.668], [-5.161, 1.727, -1.418], [-5.671, -2.258, -2.848], [-5.075, -4.421, -3.916], [-2.673, -5.114, -4.000], [-0.966, -3.556, -3.021], [-0.040, 0.743, -3.212], [0.905, 0.975, -2.190], [2.211, 1.043, -2.530], [2.659, 1.243, -3.823], [4.026, 1.310, -4.065], [4.618, 1.614, -5.853], [4.947, 1.147, -3.065], [4.501, 0.915, -1.759], [3.129, 0.901, -1.462], [2.723, 0.762, -0.205], [5.508, 0.622, -0.734], [6.745, 1.069, -0.731], [7.345, 0.461, 0.348], [8.648, 0.559, 0.832], [8.989, -0.198, 1.940], [8.058, -1.032, 2.573], [6.755, -1.133, 2.118], [6.416, -0.383, 0.998], [5.255, -0.239, 0.294], [-0.209, 1.640, -3.817], [-0.964, 0.469, -2.709], [0.275, -0.084, -3.855], [1.954, 1.349, -4.634], [6.010, 1.182, -3.251], [1.759, 1.031, -0.038], [9.365, 1.213, 0.352], [9.998, -0.144, 2.332], [8.368, -1.608, 3.436], [6.024, -1.766, 2.604], [4.416, -0.803, 0.362]],
  "forces_ev_per_angstrom": [[-0.3296, 2.1363, -0.9330], [0.0771, 0.1335, -0.0218], [-0.0800, -0.0829, -0.2081], [0.0079, 0.0178, 0.0872], [-0.1537, 0.0114, 0.2854], [-0.4326, 0.6799, 0.7273], [0.0888, 0.1222, 0.0400], [0.0004, 0.0170, 0.1172], [0.0184, 0.2147, 0.0254], [-0.0155, -0.0973, -0.0044], [0.0753, -0.1560, 0.1370], [-0.6885, -0.4679, 0.2653], [0.1419, 0.1271, 0.0932], [-2.5458, -0.5169, 1.2425], [-0.0377, -0.0696, 0.0566], [-0.0044, -0.0144, -0.0278], [-0.0106, 0.0061, -0.0309], [-0.0205, -0.3493, -0.0433], [1.9536, -0.9545, -0.7780], [0.3008, 0.2930, -0.0088], [0.4864, -0.3153, -1.6560], [1.8096, -1.2773, 0.8085], [0.0597, -0.1379, 0.1653], [-1.1279, 0.9928, -0.1284], [-0.1259, -0.0942, 0.0575], [0.1257, 0.0298, 0.0105], [-0.0377, 0.0089, 0.0356], [-0.0789, -0.0432, 0.0614], [0.1056, 0.0606, 0.0072], [-0.0144, -0.0488, 0.0517], [0.2770, 0.0724, -0.1256], [-0.0161, -0.1499, -0.0965], [-0.0364, 0.1178, -0.0013], [0.0729, 0.0283, -0.0079], [-0.0791, -0.0734, -0.0204], [0.0101, 0.0671, -0.0515], [0.0650, -0.1033, -0.2431], [-0.0349, -0.0139, 0.0095], [0.0443, 0.0835, 0.0567], [0.0382, -0.0366, -0.0569], [-0.0575, -0.0806, -0.0200], [0.2085, -0.0167, 0.0934], [-0.0456, -0.0089, -0.0327], [0.0169, -0.0263, 0.0256], [0.0096, -0.0184, -0.0016], [-0.0231, 0.0148, -0.0152], [-0.0181, 0.0032, -0.0210], [0.0205, 0.0112, 0.0843], [0.0210, 0.0447, 0.0424], [0.0140, -0.0237, -0.0166], [0.0129, 0.0002, 0.0008], [0.0067, 0.0003, -0.0023], [-0.0121, -0.0157, 0.0382], [0.0000, -0.0048, 0.0214], [-0.0155, 0.0104, -0.0011], [0.0310, 0.0126, 0.0155], [-0.0179, -0.0206, -0.0162], [-0.0432, -0.0225, -0.0417], [0.0441, -0.1003, 0.1908], [0.1012, 0.0500, -0.1095], [-0.1249, 0.0017, 0.0387], [0.0968, 0.0098, -0.0097], [0.0144, 0.0089, -0.0327], [0.0167, -0.0161, 0.0016], [-0.3150, -0.0368, -0.0272], [0.2199, 0.1240, -0.0597], [-0.0239, -0.1101, -0.1257], [0.0887, -0.0257, 0.1714], [-0.0521, 0.1653, -0.1973], [-0.2018, -0.1903, 0.1151], [-0.0214, -0.0147, 0.0436], [0.0963, 0.0629, -0.0175], [-0.0289, -0.0384, 0.0324], [-0.0929, -0.0311, -0.0162], [0.3363, 0.1449, 0.0129], [-0.1909, -0.1624, -0.1200], [0.0346, -0.0011, 0.0089], [0.0016, -0.0027, -0.0292], [-0.0049, -0.0034, 0.0171], [0.0243, 0.0079, -0.0011], [-0.0091, -0.0342, -0.0173], [0.0271, 0.0364, 0.0908], [-0.0075, -0.0153, -0.0270], [-0.0137, 0.0025, -0.0011], [-0.0221, 0.0062, 0.0013], [0.0455, -0.0235, 0.0147], [-0.0351, 0.1088, 0.0014]]
}

---

2.
{
  "formula": "C28H65Cl10N3",
  "method": "wB97M-V/def2-TZVPD",
  "e_lumo_ev": 0.33,
  "smiles": "CCN(CC)CC.CCN(CC)CC.CCN(CC)CC.ClCCCl.ClCCCl.ClCCCl.ClCCCl.ClCCCl",
  "e_homo_ev": -8.218,
  "relative_energy_ev": 3.224,
  "orbital_gap_ha": 0.314,
  "spin_multiplicity": 1,
  "symbols": ["C", "C", "N", "C", "C", "C", "C", "H", "H", "H", "H", "H", "H", "H", "H", "H", "H", "H", "H", "H", "H", "H", "C", "C", "N", "C", "C", "C", "C", "H", "H", "H", "H", "H", "H", "H", "H", "H", "H", "H", "H", "H", "H", "H", "C", "C", "N", "C", "C", "C", "C", "H", "H", "H", "H", "H", "H", "H", "H", "H", "H", "H", "H", "H", "H", "H", "Cl", "C", "C", "Cl", "H", "H", "H", "H", "Cl", "C", "C", "Cl", "H", "H", "H", "H", "Cl", "C", "C", "Cl", "H", "H", "H", "H", "Cl", "C", "C", "Cl", "H", "H", "H", "H", "Cl", "C", "C", "Cl", "H", "H", "H", "H"],
  "positions_angstrom": [[2.412, 1.008, 3.042], [2.265, 0.153, 1.794], [0.729, 0.085, 1.389], [0.478, 0.068, 0.026], [1.394, -0.639, -0.800], [0.217, -1.070, 2.059], [-1.362, -0.873, 2.223], [2.055, 1.967, 2.840], [3.259, 1.164, 3.427], [2.019, 0.418, 3.988], [2.700, -0.763, 1.969], [2.664, 0.533, 0.876], [0.756, 0.952, -0.211], [-0.470, 0.446, -0.210], [2.424, -1.196, -0.658], [1.469, -0.145, -1.748], [0.765, -1.483, -0.903], [0.507, -0.999, 3.121], [0.676, -1.871, 1.552], [-1.595, -1.757, 2.855], [-1.894, -0.948, 1.182], [-1.840, -0.084, 2.466], [-8.210, 0.622, -0.118], [-7.477, 0.313, 1.179], [-6.134, 0.840, 1.311], [-5.596, 0.959, 2.737], [-5.925, -0.096, 3.575], [-5.145, 0.055, 0.546], [-3.875, 0.738, 0.200], [-8.611, 1.681, -0.289], [-9.288, 0.276, -0.201], [-7.760, 0.234, -0.973], [-7.546, -0.843, 1.382], [-8.180, 0.589, 2.132], [-6.383, 1.533, 2.939], [-4.714, 1.776, 2.806], [-6.783, -0.881, 3.423], [-6.114, 0.205, 4.568], [-5.091, -0.782, 3.610], [-5.585, -0.103, -0.269], [-4.777, -0.901, 0.880], [-3.177, -0.067, -0.017], [-3.498, 1.464, 0.977], [-3.945, 1.443, -0.678], [3.971, 1.688, -7.228], [3.563, 0.690, -6.154], [2.260, 1.028, -5.507], [1.539, -0.094, -4.959], [2.266, -1.210, -4.561], [2.519, 1.896, -4.337], [1.447, 3.047, -4.206], [5.018, 1.310, -7.588], [4.122, 2.517, -6.656], [3.451, 1.845, -7.910], [4.203, 0.556, -5.321], [3.592, -0.125, -6.694], [1.158, -0.291, -6.016], [0.604, 0.195, -4.557], [3.300, -1.314, -4.601], [1.583, -2.046, -4.887], [2.397, -1.164, -3.501], [3.496, 2.275, -4.427], [2.577, 1.484, -3.436], [1.301, 3.413, -5.009], [1.909, 3.731, -3.684], [0.511, 2.728, -3.727], [-2.495, 2.534, 4.919], [-0.872, 2.552, 4.151], [-0.890, 3.032, 2.712], [-1.302, 4.732, 2.529], [-0.394, 1.592, 4.232], [-0.332, 3.184, 4.890], [-1.383, 2.301, 2.008], [0.069, 2.781, 2.367], [-4.623, -1.780, -2.759], [-3.131, -2.262, -3.579], [-1.940, -1.609, -2.903], [-1.948, 0.156, -2.805], [-3.153, -1.676, -4.594], [-2.993, -3.302, -3.479], [-1.013, -1.694, -3.618], [-1.685, -2.107, -1.978], [-1.915, -6.073, 3.037], [-1.127, -5.978, 1.479], [-1.082, -4.449, 1.008], [0.085, -4.285, -0.335], [-1.661, -6.600, 0.828], [-0.202, -6.182, 1.651], [-0.873, -3.756, 1.635], [-2.098, -4.390, 0.595], [5.356, 0.269, -2.308], [5.994, -0.504, -0.883], [5.953, 0.437, 0.337], [5.642, -0.417, 1.795], [6.772, -0.802, -1.141], [5.526, -1.452, -0.726], [5.087, 1.104, 0.033], [6.769, 1.058, 0.372], [5.739, 2.665, 4.670], [5.862, 1.671, 6.064], [5.813, 0.226, 5.529], [7.293, -0.310, 4.710], [4.958, 1.806, 6.673], [6.960, 1.860, 6.515], [5.022, -0.023, 4.998], [5.611, -0.484, 6.330]],
  "forces_ev_per_angstrom": [[-6.0970, -3.5255, -0.8589], [-3.1323, 2.3812, -0.8609], [2.4218, 0.1029, 4.5401], [1.1677, 0.6832, 2.7791], [1.4376, -5.0582, -3.1679], [-2.5442, 3.4790, 2.1025], [2.9377, -8.5095, -4.7295], [-1.4079, 1.4627, 0.2580], [7.6670, 0.9259, 1.8951], [-0.5163, 1.3885, -1.8768], [0.6011, -2.4969, 0.1089], [0.9725, 0.7432, -0.0807], [2.5424, 7.1258, -1.2003], [-2.6338, -1.8367, -0.7530], [-1.8345, 1.9295, 0.9791], [0.0875, 0.0774, -0.7262], [-0.0257, -2.0826, -1.7029], [0.5563, -0.4567, -0.4222], [-0.4886, -2.2016, -0.2208], [-0.8355, 0.6237, -0.3844], [1.0542, -0.8682, 1.5543], [-1.9161, 6.1387, 2.9292], [-3.3611, 1.9182, 0.6898], [-2.3674, -1.7610, 3.0326], [2.8990, -1.0084, 0.0200], [-0.4387, 4.5719, -4.6604], [0.5085, -6.6910, 2.5216], [1.8427, 1.8888, 4.8449], [0.9886, 2.8181, -0.4395], [1.9076, -0.6592, 0.3423], [1.2315, -0.9460, 0.8203], [1.0685, -0.3412, -1.5012], [0.4724, 1.5264, -0.8187], [1.7850, 0.1862, -2.1869], [-2.7990, 3.8495, 1.7257], [-1.4529, -2.8825, -0.0128], [1.1134, 2.1124, -0.7032], [0.0666, 0.5637, 1.3257], [0.5232, -0.7108, 0.5784], [-3.5042, -1.7910, -7.0115], [-0.8009, -0.8664, 1.2800], [0.4901, 0.5048, -0.1574], [-0.1082, -1.1998, -0.2758], [-0.1309, -0.9806, 0.5264], [10.7623, -4.3207, 10.6628], [-2.0977, 3.3814, 1.2904], [1.2133, 2.1031, 2.0050], [-1.6535, 2.3111, -7.9180], [-1.1449, -3.8321, 3.2161], [-1.7280, 3.0025, -3.9806], [1.0481, -8.5207, 7.2996], [-1.7313, 0.8883, 0.4225], [0.7498, 3.0949, 0.8278], [-8.8336, 1.9709, -10.7549], [1.7190, 0.1561, 0.2788], [-0.8774, -5.1346, -1.9900], [-0.5597, -1.2938, 0.9745], [-0.5258, 0.3898, 1.5502], [1.8641, -0.2099, -2.2976], [1.6562, -0.0935, 0.8373], [-1.0933, -0.6337, 1.6721], [1.2627, 1.3458, -0.4338], [-0.1027, -2.8974, 3.8113], [-2.2560, 4.4472, -10.7104], [2.0076, 3.8137, 3.4095], [0.3326, -0.0283, -0.1190], [-0.2067, -0.3937, -0.2087], [-0.1932, 1.0570, 0.9715], [-0.5100, -1.6830, 0.2379], [-0.0680, -0.2324, -0.2191], [-0.2354, -0.6519, -0.2276], [0.0090, 0.0086, -1.1499], [-0.7494, 1.1188, 0.9401], [1.9397, 0.6718, -0.4585], [-0.4730, -0.2306, 0.3047], [0.5540, 4.1523, -1.2484], [2.6327, -0.5163, -1.9322], [-0.5225, 0.3134, 0.3810], [-0.2648, -2.1587, 1.3825], [-0.1041, -1.2303, -0.7420], [-1.6847, -0.6844, 1.3290], [0.0091, 0.3709, 0.5180], [-0.6318, 0.0243, 0.8383], [-3.3964, 4.4213, 0.0406], [-2.9994, -6.6349, -4.9284], [-0.0439, -0.0500, -0.0810], [-0.3480, -0.6934, -1.1911], [5.7098, -2.1866, 0.7095], [1.3017, 4.1370, 4.6170], [0.3563, 1.0291, -0.0195], [-0.6425, 0.4719, -0.8732], [-10.8800, 3.7587, 4.3565], [-3.4217, -0.2976, -2.9198], [0.0033, -0.4132, 0.9492], [13.2554, -3.8901, -3.6783], [-1.3847, -0.2338, 0.4558], [0.7520, -0.6034, 1.1077], [2.2050, 1.1906, 0.4427], [-0.2017, 1.6483, -1.3199], [2.2279, -1.8277, 0.3270], [3.1148, 0.1488, 3.8297], [-0.0096, 0.1686, 0.1375], [0.7484, 0.2689, 0.3402], [-2.9729, -0.3825, -0.3983], [-3.6233, -0.1490, -3.4967], [0.7895, 0.1147, 0.7201]]
}

---

3.
{
  "formula": "C2H4NO2S",
  "method": "wB97M-V/def2-TZVPD",
  "e_lumo_ev": [3.90, 3.81],
  "total_charge": -1,
  "e_homo_ev": [-3.298, -3.501],
  "relative_energy_ev": 7.340,
  "orbital_gap_ha": [0.264, 0.269],
  "spin_multiplicity": 1,
  "symbols": ["C", "C", "N", "O", "O", "S", "H", "H", "H", "H"],
  "positions_angstrom": [[1.217, -1.026, 0.603], [-1.219, -0.778, -0.469], [2.242, -0.490, 0.215], [-2.055, 1.485, -1.525], [-1.932, 1.147, 1.053], [-1.376, 0.915, -0.279], [1.105, -1.640, 1.487], [-1.183, -0.982, -1.568], [3.214, -0.295, 0.608], [-0.012, 1.665, -0.124]],
  "forces_ev_per_angstrom": [[-0.4291, -0.1426, -0.2928], [0.7820, -0.4151, -0.1524], [1.4937, 1.6091, -0.8726], [1.1772, -0.6408, 2.8041], [-0.0892, 0.6862, -0.5438], [0.8123, 1.0873, -1.4527], [-0.4632, -0.2373, 0.5166], [0.6419, 0.3007, 0.6077], [-1.8128, -0.9947, 0.0069], [-2.1129, -1.2526, -0.6211]]
}

---

4.
{
  "formula": "C4H11N2O",
  "method": "wB97M-V/def2-TZVPD",
  "e_lumo_ev": -3.33,
  "smiles": "CNC(O)=[N+](C)C",
  "total_charge": 1,
  "e_homo_ev": -13.265,
  "relative_energy_ev": 2.764,
  "orbital_gap_ha": 0.365,
  "spin_multiplicity": 1,
  "symbols": ["C", "N", "C", "O", "N", "C", "C", "H", "H", "H", "H", "H", "H", "H", "H", "H", "H", "H"],
  "positions_angstrom": [[-2.760, 0.129, -0.306], [-1.337, 0.342, -0.098], [-0.465, -0.610, 0.037], [-0.666, -1.872, 0.114], [1.200, -0.207, 0.064], [2.114, -1.229, -0.334], [1.481, 1.173, -0.183], [-2.931, -0.778, -0.888], [-3.303, 0.066, 0.638], [-3.151, 0.970, -0.875], [-1.004, 1.299, -0.107], [-1.594, -2.160, 0.191], [1.684, -2.212, -0.167], [2.999, -1.136, 0.301], [2.415, -1.133, -1.382], [1.356, 1.476, -1.228], [2.522, 1.334, 0.096], [0.883, 1.811, 0.469]],
  "forces_ev_per_angstrom": [[-0.6451, -0.0917, 0.1338], [0.1984, -0.2041, 0.1377], [6.4388, 1.8859, -0.6459], [-0.3028, -0.2148, 0.0518], [-6.5973, -1.1941, 1.0020], [0.3749, -0.3774, -0.2419], [0.0205, 0.2595, -0.2082], [0.0487, 0.0819, -0.0115], [0.0826, 0.0088, -0.0250], [0.0387, -0.0693, 0.0126], [0.1918, -0.2075, -0.0673], [0.1009, 0.1544, -0.0019], [0.0489, -0.0190, -0.0038], [-0.0084, -0.0939, -0.0915], [-0.0287, -0.0838, -0.0158], [0.0024, 0.0226, -0.0375], [-0.0319, 0.0665, -0.0133], [0.0675, 0.0758, 0.0256]]
}

---

5.
{
  "formula": "C5H7NO2",
  "method": "wB97M-V/def2-TZVPD",
  "e_lumo_ev": 0.36,
  "smiles": "C1=CC=1.O=C=O.CN",
  "e_homo_ev": -8.672,
  "relative_energy_ev": 4.566,
  "orbital_gap_ha": 0.332,
  "spin_multiplicity": 1,
  "symbols": ["C", "C", "C", "H", "H", "O", "C", "O", "C", "N", "H", "H", "H", "H", "H"],
  "positions_angstrom": [[-1.009, -2.080, -0.289], [-1.785, -0.893, -0.299], [-1.469, -1.403, -1.481], [-2.241, -0.049, 0.216], [-1.466, -1.258, -2.587], [-1.281, 2.374, -3.203], [-1.683, 2.716, -2.210], [-2.223, 3.025, -1.262], [2.395, -0.402, 1.741], [1.116, -0.166, 1.159], [3.215, -0.306, 1.115], [2.769, 0.328, 2.526], [2.460, -1.329, 2.286], [0.386, 0.270, 1.770], [0.817, -0.825, 0.519]],
  "forces_ev_per_angstrom": [[-0.5616, 0.5479, -0.9391], [-0.0387, 0.3141, -0.1770], [0.4186, -0.0014, -0.2394], [0.1151, -0.4478, 0.0134], [-0.0508, -0.4044, 1.2306], [2.1180, -1.2025, -3.6179], [-1.1214, 0.1711, 0.6916], [-0.9844, 0.9924, 2.9443], [0.0209, 0.7182, 2.9418], [-0.3392, 3.2598, 1.7416], [1.2781, -0.2792, -2.0382], [-1.3408, -0.2258, -0.6699], [0.1316, -0.8091, 0.0540], [1.1697, -1.1251, -1.0117], [-0.8150, -1.5081, -0.9240]]
}

---

Computed values of E (unit: eV) for the preceding records, in sequence: -162249.199; -159765.625; -18553.223; -9346.093; -10879.051.